Entry from OMol25: a molecular structure, C22H32AsN2O2RbSi2 (ωB97M-V/def2-TZVPD).

```
62
Properties=species:S:1:pos:R:3:nbo_charge:R:1
Rb -0.308 -0.339 0.113 0.9238
O -0.253 -1.658 -2.178 -0.7679
C -0.028 -1.325 -3.371 0.4240
C -0.843 -1.831 -4.450 -0.3230
C -0.651 -1.486 -5.761 -0.1950
C 0.380 -0.606 -6.136 -0.3573
C 1.187 -0.102 -5.141 -0.1640
C 1.032 -0.426 -3.785 -0.2064
C 1.981 0.176 -2.865 0.1243
N 2.035 0.036 -1.603 -0.4794
C 3.122 0.683 -0.889 -0.2395
C 2.752 0.859 0.574 -0.2913
N 1.795 1.942 0.736 -0.4488
C 1.404 2.248 1.907 0.1220
C 1.735 1.615 3.200 -0.2207
C 2.164 2.438 4.241 -0.1785
C 2.519 1.941 5.484 -0.3481
C 2.408 0.561 5.696 -0.2049
C 1.938 -0.273 4.707 -0.3287
C 1.532 0.206 3.418 0.4022
O 1.005 -0.562 2.554 -0.8069
H -1.649 -2.497 -4.163 0.1992
H -1.312 -1.892 -6.521 0.1833
H 0.525 -0.323 -7.172 0.1848
H 1.986 0.587 -5.407 0.1804
H 2.728 0.819 -3.367 0.1141
H 3.380 1.658 -1.329 0.1679
H 4.012 0.041 -0.942 0.1737
H 3.643 1.060 1.183 0.1852
H 2.327 -0.080 0.946 0.2346
H 0.754 3.128 1.962 0.1666
H 2.233 3.507 4.053 0.1868
H 2.868 2.601 6.268 0.1855
H 2.682 0.143 6.660 0.1824
H 1.826 -1.337 4.886 0.1958
C -3.648 3.846 1.944 -1.1256
Si -4.645 2.545 0.973 1.3269
C -6.181 3.524 0.383 -1.1233
C -5.349 1.379 2.306 -1.1098
As -3.593 1.312 -0.638 -0.8728
Si -2.521 3.062 -1.670 1.3406
C -1.831 2.459 -3.326 -1.1144
C -3.620 4.568 -2.104 -1.1177
C -1.047 3.838 -0.755 -1.1336
H -4.246 4.270 2.759 0.2060
H -3.335 4.668 1.295 0.2205
H -2.749 3.398 2.375 0.2328
H -6.677 4.053 1.205 0.1993
H -6.902 2.838 -0.070 0.2205
H -5.902 4.258 -0.379 0.2240
H -5.953 1.921 3.042 0.2028
H -4.536 0.873 2.832 0.2280
H -5.978 0.612 1.845 0.2219
H -2.640 2.118 -3.978 0.2263
H -1.150 1.614 -3.183 0.2431
H -1.279 3.249 -3.846 0.2084
H -4.485 4.253 -2.694 0.2225
H -3.060 5.311 -2.682 0.2064
H -3.992 5.057 -1.199 0.2151
H -0.253 3.107 -0.579 0.2482
H -1.353 4.238 0.216 0.2209
H -0.617 4.662 -1.337 0.2066
```

Computed properties:
- Orbital gap: 0.192 Eh
- ΔE to the lowest compared entry with this formula, charge and spin: 0.0 kcal per mole
- Lowest unoccupied orbital energy: 4.2 eV
- Net charge: -2
- Highest occupied orbital energy: -0.0390 Eh

=====

Entry from OMol25: C18H24N2O3 in the gas phase (ωB97M-V/def2-TZVPD).

```
47
Properties=species:S:1:pos:R:3:nbo_charge:R:1
C -6.485 -0.591 1.650 -0.6079
C -5.705 -1.693 0.943 -0.3947
C -5.076 -1.239 -0.375 -0.3928
C -3.971 -0.189 -0.234 -0.3994
C -2.684 -0.721 0.402 -0.4086
C -1.832 -1.557 -0.555 -0.4075
C -0.985 -0.740 -1.537 -0.2225
N 0.104 -0.037 -0.872 -0.4410
C 1.217 -0.853 -0.608 0.6659
O 1.168 -2.020 -0.948 -0.6142
C 2.346 -0.220 0.041 -0.4166
C 3.521 -1.032 0.366 0.7973
O 4.556 -0.586 0.855 -0.6704
O 3.395 -2.329 0.104 -0.4669
C 4.516 -3.139 0.408 -0.2582
C 2.337 1.139 0.351 0.4154
N 3.403 1.713 0.917 -0.7819
C 1.154 1.921 0.059 -0.2127
C 1.080 3.285 0.371 -0.1425
C -0.044 4.028 0.105 -0.2546
C -1.139 3.408 -0.486 -0.1547
C -1.096 2.072 -0.804 -0.2807
C 0.044 1.290 -0.549 0.3100
H -5.826 0.208 1.979 0.1993
H -7.235 -0.168 0.985 0.1998
H -6.991 -0.991 2.526 0.2102
H -4.934 -2.077 1.612 0.1937
H -6.386 -2.520 0.725 0.2013
H -5.865 -0.827 -1.009 0.1984
H -4.672 -2.115 -0.888 0.1989
H -3.750 0.198 -1.232 0.1903
H -4.345 0.646 0.360 0.2026
H -2.944 -1.335 1.265 0.2051
H -2.089 0.115 0.775 0.2049
H -1.147 -2.185 0.016 0.2293
H -2.474 -2.220 -1.136 0.2030
H -0.513 -1.441 -2.231 0.2458
H -1.589 -0.043 -2.114 0.1951
H 4.753 -3.081 1.473 0.1890
H 5.390 -2.813 -0.162 0.1897
H 4.235 -4.151 0.132 0.1971
H 3.416 2.684 1.167 0.3897
H 4.198 1.102 1.095 0.4470
H 1.919 3.780 0.835 0.1958
H -0.079 5.077 0.355 0.2176
H -2.033 3.975 -0.697 0.2163
H -1.972 1.633 -1.247 0.2191
```

Computed properties:
- Orbital gap: 0.313 Eh
- ΔE to the lowest compared entry with this formula, charge and spin: 9.2 kcal per mole
- Lowest unoccupied orbital energy: 0.1 eV
- Net charge: 0
- Highest occupied orbital energy: -0.3076 Eh

=====

Entry from OMol25: a molecular structure, C27H29BrCaN5OS (ωB97M-V/def2-TZVPD).

```
65
Properties=species:S:1:pos:R:3:nbo_charge:R:1
Ca -0.482 0.019 -0.408 1.7552
Br 6.493 3.583 -0.725 0.0694
C 4.874 2.629 -0.929 -0.1518
C 4.437 2.274 -2.210 -0.1734
C 3.270 1.568 -2.372 -0.2835
C 2.467 1.187 -1.269 0.3812
O 1.380 0.506 -1.456 -0.9086
C 2.916 1.579 0.022 -0.1976
C 2.220 1.252 1.241 0.1837
N 1.022 0.791 1.352 -0.6178
C 0.533 0.549 2.658 0.2164
C 0.789 1.365 3.730 -0.2554
C 0.299 1.059 5.017 -0.1879
C -0.447 -0.060 5.225 -0.2055
C -0.765 -0.906 4.135 -0.0128
C -1.547 -2.073 4.288 -0.1108
C -1.844 -2.836 3.200 -0.2689
C -1.380 -2.410 1.942 0.0800
N -0.644 -1.340 1.749 -0.5286
C -0.303 -0.591 2.842 0.0996
C 4.133 2.276 0.166 -0.1755
H 5.032 2.550 -3.070 0.2344
H 2.938 1.271 -3.358 0.2215
H 2.802 1.416 2.152 0.1726
H 1.373 2.265 3.586 0.2201
H 0.529 1.721 5.841 0.2286
H -0.814 -0.311 6.212 0.2258
H -1.901 -2.344 5.275 0.2275
H -2.435 -3.736 3.282 0.2367
H -1.639 -2.982 1.059 0.1910
H 4.477 2.538 1.160 0.2225
C 1.346 -2.996 -1.164 -0.6063
C 0.604 -3.024 -2.504 -0.2508
C 0.197 -4.449 -2.880 -0.5985
C -0.586 -2.090 -2.468 -0.0379
C -0.618 -0.924 -3.227 -0.2005
C -1.704 -0.056 -3.170 -0.2423
C -2.799 -0.312 -2.346 -0.0223
C -3.978 0.619 -2.297 -0.6473
C -2.768 -1.481 -1.579 -0.2740
C -1.688 -2.354 -1.649 -0.2086
H 2.199 -3.674 -1.182 0.2296
H 0.687 -3.319 -0.353 0.1951
H 1.718 -1.992 -0.941 0.2217
H 1.280 -2.648 -3.276 0.2157
H -0.428 -4.904 -2.108 0.1994
H 1.084 -5.073 -2.990 0.2246
H -0.355 -4.473 -3.820 0.2192
H 0.225 -0.686 -3.863 0.2399
H -1.708 0.830 -3.795 0.2237
H -3.992 1.179 -1.360 0.2423
H -4.913 0.063 -2.364 0.2355
H -3.948 1.331 -3.121 0.2210
H -3.610 -1.720 -0.940 0.2335
H -1.713 -3.272 -1.076 0.2164
N -0.660 2.527 -1.136 -0.6842
N -0.830 3.372 -0.038 -0.4431
C -1.627 3.019 0.992 0.3173
N -1.753 3.936 1.960 -0.7712
S -2.440 1.549 1.102 -0.3394
H 0.321 2.489 -1.398 0.4063
H -1.211 2.858 -1.922 0.3770
H -0.455 4.308 -0.088 0.3883
H -1.323 4.844 1.917 0.4009
H -2.338 3.715 2.747 0.4311
```

Computed properties:
- Orbital gap: 0.266 Eh
- ΔE to the lowest compared entry with this formula, charge and spin: 1.0 kcal per mole
- Lowest unoccupied orbital energy: -2.8 eV
- Net charge: +1
- Highest occupied orbital energy: -0.3697 Eh

=====

Entry from OMol25: a molecular structure, C4H7CoO3 at a distorted geometry (ωB97M-V/def2-TZVPD).

```
15
Properties=species:S:1:pos:R:3:nbo_charge:R:1
O 0.466 -0.164 0.639 -0.4597
C -0.092 -0.334 -0.474 1.0625
O -0.950 0.444 -1.008 -0.4981
Co -2.955 1.829 -1.250 1.4346
O 0.461 -1.158 -1.323 -0.3897
C 1.409 -2.112 -0.830 -0.2809
H 0.977 -2.684 -0.001 0.2184
H 1.623 -2.770 -1.675 0.2538
H 2.320 -1.599 -0.501 0.2244
C 0.055 0.820 1.708 0.0243
H -0.789 0.316 2.206 0.2008
H 1.022 0.941 2.222 0.2389
C -1.364 1.804 -0.135 -0.5725
H -0.559 2.483 -0.443 0.2562
H -1.624 2.184 0.865 0.2871
```

Computed properties:
- Orbital gap (spin up / spin down): 0.290 / 0.296 Eh
- Multiplicity: 5
- <S²>: 6.0111
- ΔE to the lowest compared entry with this formula, charge and spin: 33.4 kcal per mole
- Lowest unoccupied orbital energy (spin up / spin down): -10.1 / -11.7 eV
- Net charge: +2
- Highest occupied orbital energy (spin up / spin down): -0.6628 / -0.7251 Eh

=====

Q: Number 2 is which compound?
A: C18H24N2O3